Arrangement P

Molecular formula: C19H24O7
Method: DFT, ωB97M-V/def2-TZVPD

Calculated values
frontier orbital gap: 8.52 eV

Geometry as XYZ:
```
50
Properties=species:S:1:pos:R:3:mulliken_charge:R:1
C 2.84 -0.05 -4.10 -1.384
H 1.80 -0.67 -4.26 0.230
H 3.54 -0.88 -3.76 0.308
H 3.05 0.40 -5.09 0.388
C 2.47 0.92 -3.22 0.408
C 2.28 0.27 -1.85 -0.127
C 1.18 0.49 -1.14 0.072
C 0.85 -0.70 -0.05 -0.481
C 1.86 -1.58 0.28 -0.383
C 3.05 -1.51 -0.36 -0.702
O 4.18 -2.37 0.00 -0.722
O 3.31 -0.80 -1.47 -0.349
H 1.58 -2.18 0.98 1.221
C -0.43 -0.59 0.80 2.898
C -0.91 0.83 0.81 0.219
C -0.85 1.79 -0.43 -0.046
H -0.82 2.89 -0.30 0.219
C 0.03 1.30 -1.59 -1.445
O -0.77 0.43 -2.51 -0.704
H -1.47 1.04 -2.66 0.438
H 0.45 2.05 -2.07 1.333
O -2.11 1.61 -0.77 -0.503
C -3.02 1.14 0.28 -0.241
O -4.12 1.07 0.14 -0.448
C -2.30 0.81 1.44 1.602
C -2.73 -0.04 2.48 -1.426
H -3.28 -0.71 1.80 0.405
C -1.39 -0.67 3.24 -0.480
O -1.66 -1.35 4.13 -0.417
H -1.38 -2.23 3.94 0.570
H -0.91 0.20 3.67 0.193
C -0.44 -1.26 2.04 -0.445
O -0.55 -2.59 2.20 -0.713
H -1.44 -2.74 1.64 0.519
H 0.60 -0.97 2.49 0.532
H -3.29 0.25 3.34 0.259
C -2.51 2.33 2.09 -1.462
H -1.96 3.47 1.67 0.168
H -3.42 2.61 2.43 0.549
H -1.64 2.46 3.13 0.279
H -0.12 1.55 1.61 0.499
C -1.16 -1.23 -0.13 -1.967
H -2.37 -1.31 0.05 0.370
H -1.39 -0.83 -1.32 0.185
H -0.97 -2.48 -0.36 0.375
H 1.67 1.62 -3.30 0.337
C 3.81 1.83 -2.81 -1.055
H 3.60 2.60 -2.02 0.298
H 4.69 0.93 -2.50 0.220
H 4.34 2.23 -3.74 0.407
```



Arrangement Q

Molecular formula: C19H24O7
Method: DFT, ωB97M-V/def2-TZVPD

Calculated values
frontier orbital gap: 8.06 eV
SMILES: COC1=C[C@H](O)[C@H]2C(=O)O[C@@H](C)C[C@@H]3CC(=O)[C@@H](O)[C@H](C/C=C/C2=C1)O3

Geometry as XYZ:
```
50
Properties=species:S:1:pos:R:3:mulliken_charge:R:1
O -2.60 -0.56 -0.18 -0.716
O 2.28 -5.36 -1.77 -0.635
O -0.82 4.95 2.78 -0.392
O -3.79 1.82 0.78 -0.629
O -0.51 0.13 -0.97 -0.161
O 1.49 -1.67 -0.65 -0.003
O 3.48 -4.61 0.51 -0.586
C -1.61 0.17 -0.13 0.062
C 2.00 -4.21 -1.35 0.104
C 0.06 2.85 1.83 -1.042
C -1.06 3.88 1.90 0.647
C -2.31 3.48 1.58 -0.835
C -0.09 1.50 1.52 0.791
C 1.01 0.53 1.74 -0.946
C 0.89 -0.89 1.68 0.084
C -1.73 6.05 2.81 -0.770
C 1.25 -3.28 -2.27 -0.366
C -2.48 2.27 0.74 0.089
C -1.49 1.04 1.13 0.521
C 1.66 -1.87 -2.02 0.009
C -1.40 0.24 -3.22 -1.482
C 0.65 -1.06 -2.82 -1.487
C 2.06 -1.89 1.67 -1.612
C -0.72 -0.68 -2.19 0.674
C 2.37 -2.38 0.27 0.153
C 2.24 -3.90 0.14 0.131
H -3.97 0.93 0.36 0.406
H 3.38 -5.53 0.22 0.353
H 1.02 3.17 2.22 0.408
H -3.14 4.13 1.94 0.178
H 2.05 0.88 1.88 0.266
H -0.09 -1.29 1.51 0.404
H -1.31 6.79 3.50 0.246
H -1.84 6.41 1.76 0.347
H -2.69 5.76 3.26 0.287
H 1.46 -3.60 -3.38 0.326
H 0.17 -3.44 -2.03 0.181
H -2.13 2.52 -0.25 0.181
H -1.84 0.50 2.01 0.519
H 2.63 -1.64 -2.45 0.290
H -2.05 0.92 -2.66 0.394
H -1.93 -0.45 -3.90 0.370
H -0.64 0.84 -3.84 0.308
H 1.22 -0.17 -3.03 0.565
H 0.45 -1.35 -3.90 0.389
H 1.94 -2.57 2.41 0.640
H 3.00 -1.29 2.05 0.325
H -1.30 -1.62 -1.91 0.329
H 3.34 -2.05 -0.03 0.392
H 1.44 -4.37 0.77 0.293
```



In terms of stability, arrangement Q leads; the second structure lies 1170.1 kJ/mol higher.



Arrangement P

Molecular formula: C9H36O9
Method: DFT, ωB97M-V/def2-TZVPD

Calculated values
frontier orbital gap: 9.38 eV
SMILES: CO.CO.CO.CO.CO.CO.CO.CO.CO

Geometry as XYZ:
```
54
Properties=species:S:1:pos:R:3:mulliken_charge:R:1
C -3.21 1.19 -0.09 -0.631
O -1.93 1.77 0.01 -0.345
H -3.27 0.18 0.25 0.159
H -3.85 1.87 0.44 0.334
H -3.54 1.30 -1.12 0.288
H -1.42 1.57 -0.77 0.190
C -0.89 4.15 1.60 -0.742
O -0.75 2.87 2.15 -0.571
H -1.90 4.48 1.75 0.296
H -0.24 4.85 2.17 0.309
H -0.75 4.30 0.55 0.261
H -1.23 2.28 1.61 0.465
C -1.86 -3.78 2.20 -0.346
O -2.53 -2.51 2.07 -0.614
H -1.92 -4.25 3.14 0.314
H -2.27 -4.46 1.46 0.210
H -0.78 -3.60 1.92 -0.063
H -2.12 -2.06 1.28 0.521
C 0.22 2.60 -3.67 -0.771
O -0.18 1.65 -2.61 -0.413
H -0.15 2.25 -4.62 0.289
H -0.05 3.59 -3.35 0.276
H 1.31 2.59 -3.69 0.264
H 0.46 1.84 -1.97 0.329
C 3.15 -5.12 1.34 -0.607
O 2.38 -4.05 1.84 -0.439
H 2.56 -6.08 1.12 0.201
H 3.53 -4.67 0.44 0.253
H 3.88 -5.45 1.97 0.308
H 2.94 -3.68 2.57 0.286
C 1.69 0.58 3.08 -0.690
O 1.55 1.60 2.12 -0.631
H 2.56 0.80 3.65 0.286
H 0.77 0.54 3.74 0.272
H 1.76 -0.34 2.58 0.217
H 0.73 2.13 2.21 0.483
C 3.18 2.42 -1.12 -0.782
O 1.83 2.33 -0.66 -0.435
H 3.31 2.82 -2.14 0.255
H 3.70 3.15 -0.49 0.306
H 3.75 1.48 -1.11 0.311
H 1.86 2.06 0.26 0.336
C -1.91 -1.35 -3.82 -0.675
O -1.81 -0.75 -2.50 -0.457
H -1.55 -0.58 -4.54 0.244
H -1.36 -2.29 -3.97 0.248
H -2.96 -1.53 -3.96 0.255
H -1.06 -0.07 -2.53 0.356
C 0.07 -1.45 0.03 0.060
O -1.36 -1.48 0.05 -0.418
H 0.43 -2.06 0.85 -0.091
H 0.43 -1.82 -0.96 0.269
H 0.51 -0.45 0.10 -0.050
H -1.70 -1.36 -0.87 0.323
```



Arrangement Q

Molecular formula: C9H36O9
Method: DFT, ωB97M-V/def2-TZVPD

Calculated values
frontier orbital gap: 10.23 eV
SMILES: CC(C)O.CC(C)O.CO.CO.CO.O.O.O.O

Geometry as XYZ:
```
54
Properties=species:S:1:pos:R:3:mulliken_charge:R:1
C -0.75 1.19 0.16 -0.536
O -1.17 0.82 1.44 -0.486
H 0.30 1.03 -0.08 0.245
H -1.27 0.66 -0.63 0.253
H -1.10 2.21 0.01 0.229
H -2.12 0.93 1.44 0.294
C -0.78 -3.75 5.81 -0.535
O -1.86 -4.40 6.43 -0.485
H -0.90 -2.69 6.07 0.254
H 0.10 -4.03 6.38 0.219
H -0.65 -3.94 4.75 0.226
H -2.58 -3.85 6.09 0.319
C -3.93 -2.80 -6.36 -0.549
O -4.05 -2.72 -7.77 -0.494
H -4.81 -2.47 -5.81 0.252
H -3.81 -3.82 -5.99 0.236
H -3.02 -2.34 -5.98 0.253
H -4.04 -1.79 -8.03 0.303
C 3.63 -3.84 -1.12 -1.267
C 3.98 -5.29 -0.64 0.581
C 4.33 -6.32 -1.72 -1.313
O 5.10 -5.11 0.09 -0.558
H 3.06 -3.73 -2.04 0.336
H 4.47 -3.19 -1.35 0.336
H 3.12 -3.33 -0.30 0.342
H 3.21 -5.64 0.05 0.212
H 4.42 -7.31 -1.27 0.315
H 5.29 -6.09 -2.18 0.325
H 3.57 -6.45 -2.49 0.361
H 4.84 -4.55 0.83 0.331
C 0.24 7.12 -1.22 -1.059
C 1.81 6.88 -0.95 0.477
C 2.20 6.47 0.46 -1.278
O 2.23 5.93 -1.89 -0.559
H 0.24 8.13 -1.63 0.258
H -0.28 6.97 -0.27 0.301
H -0.29 6.42 -1.86 0.319
H 2.37 7.79 -1.18 0.241
H 1.57 5.65 0.81 0.293
H 2.10 7.34 1.11 0.317
H 3.26 6.20 0.48 0.403
H 3.18 5.81 -1.86 0.288
O 0.30 2.83 -5.97 -0.641
H 1.03 2.35 -6.35 0.321
H 0.67 3.30 -5.22 0.320
O 1.97 1.28 5.59 -0.635
H 1.07 1.23 5.28 0.317
H 2.00 2.08 6.10 0.318
O -6.04 -1.65 6.41 -0.632
H -6.17 -0.72 6.22 0.317
H -6.92 -1.98 6.61 0.317
O -6.09 1.05 1.46 -0.636
H -6.90 1.57 1.46 0.316
H -6.13 0.56 0.63 0.321
```



In terms of stability, arrangement Q leads; the second structure lies 61.1 kJ/mol higher.



Arrangement P

Molecular formula: H2NOP
Method: DFT, ωB97M-V/def2-TZVPD

Calculated values
frontier orbital gap: 7.48 eV

Geometry as XYZ:
```
5
Properties=species:S:1:pos:R:3:mulliken_charge:R:1
N -0.98 -0.22 0.35 -0.710
O 2.06 0.77 0.07 -0.310
P 1.43 -0.48 -0.26 0.606
H -1.55 -0.74 -0.34 0.199
H -0.95 0.67 0.18 0.215
```



Arrangement Q

Molecular formula: H2NOP
Method: DFT, ωB97M-V/def2-TZVPD

Calculated values
frontier orbital gap: 10.37 eV

Geometry as XYZ:
```
5
Properties=species:S:1:pos:R:3:mulliken_charge:R:1
N 0.29 1.31 0.20 -0.508
O 2.34 -0.09 -0.80 -0.498
P 0.95 0.00 -0.36 0.596
H -0.68 1.34 0.67 0.266
H 0.44 -1.47 -0.13 0.143
```



In terms of stability, arrangement Q leads; the second structure lies 129.1 kJ/mol higher.



Arrangement P

Molecular formula: C10H18N3
Method: DFT, ωB97M-V/def2-TZVPD

Calculated values
net charge: +1
frontier orbital gap: 7.49 eV

Geometry as XYZ:
```
31
Properties=species:S:1:pos:R:3:mulliken_charge:R:1
C -2.65 -0.93 0.30 -1.015
C -1.59 3.46 0.40 -0.439
C -1.13 2.55 1.37 -0.526
C -2.35 2.84 -0.59 -0.481
C -1.31 1.13 1.34 -0.574
C -2.59 1.41 -0.62 -0.328
C -2.15 0.54 0.34 0.733
H -1.68 4.58 0.49 0.351
H -0.22 2.86 1.94 0.285
H -2.89 3.45 -1.21 0.417
H -0.98 0.49 2.02 0.676
H -3.23 1.03 -1.50 0.206
H -1.95 -1.78 0.06 0.104
H -3.56 -0.82 -0.37 0.287
H -3.19 -1.49 1.15 0.304
C 3.26 -0.44 -0.77 -0.320
C 2.78 0.35 0.44 -0.721
C 1.51 -2.24 -0.53 0.532
N 2.12 -1.26 -1.33 -0.279
N 2.08 -2.52 0.88 -0.406
N 0.55 -3.10 -1.09 -0.381
H 3.64 0.16 -1.66 0.376
H 4.01 -1.21 -0.69 0.301
H 2.39 1.34 0.25 0.332
H 3.63 0.63 1.32 0.263
H 1.48 -0.69 -2.00 0.352
H 1.89 -1.76 1.48 0.204
H 1.84 -3.39 1.30 0.283
H 0.31 -3.08 -1.99 0.205
H 0.63 -4.05 -0.73 0.267
H 1.93 -0.20 0.90 -0.008
```



Arrangement Q

Molecular formula: C10H18N3
Method: DFT, ωB97M-V/def2-TZVPD

Calculated values
net charge: +1
frontier orbital gap: 6.25 eV

Geometry as XYZ:
```
31
Properties=species:S:1:pos:R:3:mulliken_charge:R:1
C -0.61 1.75 -1.57 -1.148
N 0.16 0.98 -0.60 0.308
C 1.54 1.04 -0.59 0.902
C 2.30 -0.03 -0.03 -0.194
C 3.69 0.03 -0.04 -0.670
C 4.35 1.17 -0.52 -0.465
C 3.61 2.24 -1.03 -0.688
C 2.22 2.16 -1.11 -0.473
C -0.61 0.44 0.47 -1.303
H 0.05 2.09 -2.38 0.415
H -1.40 1.13 -2.01 0.321
H -1.08 2.62 -1.10 0.417
H 1.78 -0.89 0.39 0.390
H 4.26 -0.83 0.33 0.377
H 5.44 1.22 -0.49 0.376
H 4.12 3.15 -1.37 0.381
H 1.65 2.99 -1.54 0.335
H 0.00 0.27 1.37 0.541
H -1.46 1.11 0.67 0.318
C -1.52 -2.75 0.22 -0.908
N -1.92 -1.33 0.27 -0.042
N -2.50 -1.09 1.52 -0.290
C -3.81 -1.73 1.66 -0.793
H -1.06 -2.93 -0.75 0.359
H -0.79 -3.01 1.01 0.350
H -2.39 -3.39 0.33 0.358
H -1.04 -0.68 0.13 0.679
H -2.58 -0.08 1.64 0.226
H -4.15 -1.54 2.68 0.332
H -4.54 -1.32 0.95 0.331
H -3.71 -2.80 1.50 0.259
```



In terms of stability, arrangement P leads; the second structure lies 168.6 kJ/mol higher.



Arrangement P

Molecular formula: Cl3OPS
Method: DFT, ωB97M-V/def2-TZVPD

Calculated values
frontier orbital gap (spin up / spin down): 6.78 / 6.78 eV

Geometry as XYZ:
```
6
Properties=species:S:1:pos:R:3:mulliken_charge:R:1
O -2.45 -1.19 -0.15 -0.428
P 0.39 0.32 0.08 0.719
S -1.64 -0.17 -0.90 0.185
Cl 0.76 -1.40 0.89 -0.099
Cl 1.24 1.68 1.50 -0.231
Cl 1.70 0.76 -1.41 -0.144
```



Arrangement Q

Molecular formula: Cl3OPS
Method: DFT, ωB97M-V/def2-TZVPD

Calculated values
frontier orbital gap (spin up / spin down): 7.31 / 7.21 eV

Geometry as XYZ:
```
6
Properties=species:S:1:pos:R:3:mulliken_charge:R:1
O 1.61 1.07 2.33 -0.294
P -0.07 -0.15 -0.82 0.559
S 0.67 1.60 1.29 0.273
Cl -1.95 0.39 -0.34 -0.126
Cl 0.34 -1.83 0.25 -0.133
Cl -0.60 -1.08 -2.70 -0.279
```



In terms of stability, arrangement Q leads; the second structure lies 6.5 kJ/mol higher.



Arrangement P

Molecular formula: C2H2N3OS
Method: DFT, ωB97M-V/def2-TZVPD

Calculated values
net charge: -1
frontier orbital gap (spin up / spin down): 5.53 / 6.56 eV

Geometry as XYZ:
```
9
Properties=species:S:1:pos:R:3:mulliken_charge:R:1
C 0.76 0.00 -0.80 -0.091
C -0.65 -0.80 0.96 -0.104
N 0.27 1.19 -0.82 -0.219
N 0.31 -1.03 0.05 -0.010
N -0.84 1.49 -0.22 -0.194
O -1.19 -1.63 1.68 -0.487
S -1.14 2.86 0.56 -0.505
H 1.56 -0.24 -1.48 0.345
H 0.92 -1.85 0.08 0.266
```



Arrangement Q

Molecular formula: C2H2N3OS
Method: DFT, ωB97M-V/def2-TZVPD

Calculated values
net charge: -1
frontier orbital gap: 7.57 eV
SMILES: N/N=C(/[O-])N=C=S

Geometry as XYZ:
```
9
Properties=species:S:1:pos:R:3:mulliken_charge:R:1
C -0.60 -1.47 -0.23 0.281
C 0.05 0.61 1.32 0.435
N -0.22 -0.97 0.80 -0.334
N 0.60 1.08 -0.96 -0.503
N 0.61 1.31 0.41 -0.391
O -0.23 0.74 2.44 -0.540
S -1.20 -2.37 -1.44 -0.446
H 1.25 0.19 -1.16 0.245
H -0.27 0.89 -1.18 0.253
```



In terms of stability, arrangement Q leads; the second structure lies 198.8 kJ/mol higher.



Arrangement P

Molecular formula: C7H14NOS
Method: DFT, ωB97M-V/def2-TZVPD

Calculated values
net charge: +1
frontier orbital gap: 9.90 eV

Geometry as XYZ:
```
24
Properties=species:S:1:pos:R:3:mulliken_charge:R:1
C 3.66 -0.61 0.06 -0.284
C 4.89 -0.98 -0.08 -0.730
C 2.42 -0.21 0.23 0.281
C 0.02 -0.82 0.09 0.617
C -1.57 2.64 -0.01 -1.331
C -0.56 0.43 0.63 -0.802
C -1.25 1.24 -0.49 0.005
N 1.31 -1.02 -0.09 -0.077
O -0.73 -1.81 -0.31 -0.391
S -3.81 -1.54 0.11 -0.455
H 5.45 -0.77 -0.97 0.259
H 5.43 -1.46 0.72 0.260
H 2.21 0.77 0.63 0.345
H -2.16 2.62 0.90 0.348
H -2.13 3.17 -0.77 0.375
H -0.66 3.20 0.19 0.357
H -1.30 0.18 1.39 0.394
H 0.21 1.04 1.10 0.368
H -0.59 1.29 -1.36 0.324
H -2.17 0.73 -0.79 0.194
H -4.33 -1.76 -1.09 0.239
H 1.55 -1.92 -0.50 0.300
H -1.71 -1.68 -0.17 0.160
H -4.17 -2.73 0.57 0.245
```



Arrangement Q

Molecular formula: C7H14NOS
Method: DFT, ωB97M-V/def2-TZVPD

Calculated values
net charge: +1
frontier orbital gap: 9.68 eV

Geometry as XYZ:
```
24
Properties=species:S:1:pos:R:3:mulliken_charge:R:1
C 0.34 -1.18 -0.34 0.027
C -1.07 -1.37 -0.67 -1.056
C -2.07 -1.09 0.42 -0.483
C -2.29 0.41 0.54 -0.616
C -1.07 1.13 1.22 -0.621
C 0.11 1.22 0.29 -0.686
C 3.10 0.65 -1.05 -0.768
N 0.89 -0.01 0.05 0.060
O 2.85 -1.36 0.63 -0.525
S 2.63 0.05 0.58 0.608
H 1.18 -1.83 -0.54 0.616
H -1.26 -0.93 -1.70 0.412
H -1.06 -2.38 -1.01 0.381
H -3.09 -1.57 0.14 0.293
H -1.65 -1.60 1.28 0.349
H -2.52 0.88 -0.47 0.338
H -3.12 0.52 1.22 0.324
H -1.34 2.16 1.50 0.319
H -0.76 0.54 2.12 0.307
H -0.26 1.66 -0.73 0.301
H 0.90 1.97 0.58 0.464
H 3.97 0.01 -1.39 0.364
H 3.41 1.67 -1.04 0.346
H 2.19 0.44 -1.64 0.245
```



In terms of stability, arrangement P leads; the second structure lies 104.3 kJ/mol higher.